DFT (ωB97M-V/def2-TZVPD) results for 4 unconnected molecules or ions with the total composition C3H16N2O3S.

## Properties
SMILES   NC[C@@H](N)CS.O.O.O
DFT total energy   -857.20418 hartree

Each line ends with the Mulliken charge.
CARTESIAN COORDINATES (ANGSTROEM)
N 1.126 -0.433 -1.588  -0.633
C 0.894 -0.007 -0.144  1.128
C 1.029 -1.141 0.791  -0.942
S -0.380 -2.383 1.000  -0.234
C 1.818 1.132 0.550  -0.418
N 2.582 1.879 -0.446  -0.603
H 1.768 -1.042 -1.740  0.190
H -0.622 -2.355 2.378  0.128
H 1.495 0.557 -1.911  0.330
H -0.175 0.413 -0.110  -0.632
H 1.439 -0.905 1.835  0.378
H 1.914 -1.752 0.431  0.342
H 0.980 1.646 1.123  0.352
H 2.414 0.774 1.421  0.250
H 2.675 2.862 -0.340  0.192
H 3.450 1.395 -0.605  0.198
H -1.487 0.824 2.111  0.335
H -1.708 1.839 0.981  0.409
O -1.942 1.734 1.865  -0.691
H -2.380 2.708 -0.470  0.344
H -2.225 1.213 -0.710  0.363
O -1.628 1.924 -0.668  -0.771
H -1.421 -0.373 -2.272  0.332
H -1.735 -1.727 -1.989  0.346
O -2.268 -0.905 -2.332  -0.694



DFT (ωB97M-V/def2-TZVPD) results for C5H8O3 in the gas phase.

## Properties
SMILES   O=CCCCC(=O)O
DFT total energy   -421.01819 hartree

Each line ends with the Mulliken charge.
CARTESIAN COORDINATES (ANGSTROEM)
C -2.152 0.373 -0.006  0.497
C -0.994 -0.667 -0.307  -0.648
C 0.290 -0.774 0.685  -0.360
C 1.614 -0.486 -0.075  -0.678
C 1.781 1.000 -0.253  0.078
H -1.018 1.775 0.373  0.452
H -0.619 -0.579 -1.349  0.291
H -1.654 -1.618 -0.268  0.304
H 0.328 -1.907 0.851  0.270
H 0.122 -0.167 1.617  0.343
H 1.505 -0.837 -1.144  0.282
H 2.415 -0.971 0.485  0.351
H 2.716 1.339 -0.652  0.392
O -1.938 1.648 0.356  -0.468
O -3.280 0.055 -0.264  -0.562
O 0.883 1.816 -0.050  -0.544



DFT (ωB97M-V/def2-TZVPD) results for 2 unconnected molecules or ions with the total composition C3H4OS.

## Properties
DFT total energy   -589.92711 hartree

Each line ends with the Mulliken charge.
CARTESIAN COORDINATES (ANGSTROEM)
C -1.223 -1.439 0.996  -0.185
C 0.718 -0.147 -0.955  0.313
C 0.589 1.184 -0.398  -0.555
O 1.155 -0.753 -1.882  -0.293
S -2.604 -2.282 1.092  -0.206
H -0.658 -0.826 1.751  0.147
H 1.642 1.517 -0.181  0.274
H 0.236 0.982 0.675  0.203
H 0.145 1.763 -1.097  0.302



DFT (ωB97M-V/def2-TZVPD) results for 3 unconnected molecules or ions with the total composition C13H26ClN2O2S3.

## Properties
Net charge   +1
DFT total energy   -2425.29204 hartree

Each line ends with the Mulliken charge.
CARTESIAN COORDINATES (ANGSTROEM)
S -1.056 -0.696 7.289  -0.130
C -1.844 0.264 6.231  -0.058
S -2.683 -0.533 4.805  -0.058
C -1.497 -0.143 3.431  -0.835
C -2.248 0.633 2.278  -0.534
C -1.125 1.155 1.273  -0.652
S -1.020 0.028 -0.161  0.215
Cl 0.338 0.890 -1.441  0.012
N -1.839 1.683 6.412  0.192
C -0.776 2.488 6.768  -0.082
C -1.423 3.774 6.809  -0.404
N -2.755 3.654 6.449  -0.619
C -3.028 2.367 6.201  -0.059
H -1.005 -1.080 3.086  0.429
H -0.694 0.550 3.797  0.437
H -2.873 1.468 2.668  0.342
H -2.945 -0.096 1.795  0.393
H -1.310 2.211 0.973  0.459
H -0.135 1.123 1.781  0.463
H -2.250 0.009 -0.796  0.333
H 0.265 2.182 6.956  0.365
H -0.900 4.709 7.082  0.362
H -3.987 1.930 5.889  0.400
C 3.974 -1.313 -1.688  -1.085
C 3.363 -2.544 -1.037  0.407
C 2.795 -3.496 -2.078  -0.917
O 2.323 -2.144 -0.138  -0.470
H 3.218 -0.757 -2.253  0.155
H 4.368 -0.634 -0.929  0.309
H 4.783 -1.586 -2.367  0.383
H 4.120 -3.059 -0.443  0.303
H 2.001 -3.011 -2.655  0.025
H 2.351 -4.369 -1.597  0.314
H 3.570 -3.833 -2.768  0.374
H 1.645 -1.685 -0.649  0.230
C -0.892 0.566 -6.823  -1.208
C 0.326 -0.106 -6.211  0.293
C -0.054 -0.953 -5.005  -0.885
O 1.270 0.888 -5.815  -0.527
H -1.371 1.236 -6.101  0.296
H -0.602 1.177 -7.679  0.324
H -1.627 -0.172 -7.153  0.362
H 0.814 -0.734 -6.959  0.310
H -0.505 -0.334 -4.221  0.107
H 0.832 -1.421 -4.570  0.204
H -0.763 -1.737 -5.280  0.407
H 0.849 1.450 -5.154  0.320



Computed values of ΔE to the lowest compared entry with this formula, charge and spin (unit: kcal/mol) for the preceding records, in sequence: 64.7, 23.8, 124.0, 21.4.
Computed values of maximum force (unit: hartree/bohr) for the preceding records, in sequence: 0.20738, 0.05107, 0.11938, 0.07187.